Entry 1:
This record from OMol25 describes a 2-piece molecular cluster, C4H10N overall in a non-equilibrium geometry. The level of theory is the ωB97M-V functional and the def2-TZVPD basis.

Each line ends with the Löwdin charge.
Geometry (Å):
H1 -0.28810 -0.41730 -2.52855  0.093
H2 2.75984 1.96015 1.73565  0.134
H3 0.66496 -0.11649 1.95367  0.163
H4 2.31630 0.66754 0.46855  0.132
H5 -2.28197 0.39950 -0.39159  0.054
H6 -0.01871 -2.26918 -0.47770  0.059
H7 -1.10526 -2.54010 -1.85906  0.081
C1 -0.89420 -1.88883 -1.00365  -0.119
C2 2.11403 1.14023 1.42552  0.180
H8 -1.78616 -1.98041 -0.36981  0.075
C3 -0.80995 -0.49695 -1.57788  -0.260
H9 0.54642 1.42380 2.68933  0.169
N1 1.05677 0.81951 2.04854  0.210
C4 -1.58273 0.51604 -1.21057  -0.026
H10 -1.57455 1.46264 -1.73566  0.054

Cartesian forces, eV/Å:
0.4562 0.1734 0.2647
-0.5683 0.3037 -0.0854
-0.4940 0.3021 -0.7998
0.5290 -0.7950 0.4755
-0.0109 0.1151 0.1316
0.1096 0.1076 -0.1142
0.2933 -0.2078 0.2224
-0.9106 0.1057 -0.3996
0.1097 0.6910 -0.7342
0.3470 0.0686 0.1457
-0.3105 -0.3831 -0.3515
0.6968 -0.0597 0.5907
-0.3616 -0.4463 0.4453
0.1698 0.0687 0.2350
-0.0556 -0.0439 -0.0261

Calculated values
Total charge = +1
LUMO level = -6.21 eV
Molecular weight = 72.1 g/mol
DFT total energy = -5791.3066 eV
ΔE to the lowest compared entry with this formula, charge and spin = 2.551 eV
Multiplicity = 1

---

Entry 2:
This record from OMol25 describes a 2-piece molecular cluster, C4H10N overall in a non-equilibrium geometry. The level of theory is the ωB97M-V functional and the def2-TZVPD basis.

Each line ends with the Löwdin charge.
Geometry (Å):
C1 -0.62220 -0.32967 -0.44432  -0.196
H1 -3.74704 0.62361 -0.72980  0.081
C2 -2.84099 0.96012 -0.26344  0.055
H2 2.80133 1.02981 -0.95720  0.106
H3 1.37819 0.43247 -0.40329  0.130
H4 0.60139 -1.80147 0.32339  0.041
H5 0.35430 -0.50628 1.48557  0.046
C3 -0.08875 -1.16075 0.77799  -0.085
H6 -2.98753 1.86877 0.27238  0.070
H7 2.52199 0.74372 0.72590  0.163
H8 0.05188 -0.56436 -1.22954  0.071
H9 2.83003 -0.58275 -0.13676  0.207
H10 -1.02568 -1.54820 1.28366  0.117
C4 -1.70705 0.39457 -0.43632  -0.094
N1 2.48012 0.44041 -0.26821  0.289

Cartesian forces, eV/Å:
0.8615 -0.6013 1.8639
-0.2655 -0.7193 0.0277
-1.0067 0.6645 -0.2280
1.9283 1.5229 -1.7843
1.8214 -0.4324 -0.0058
0.7816 -1.7799 0.1542
0.6743 0.5847 0.7948
-3.9364 1.3768 -0.5713
0.3382 0.8082 0.1841
0.5308 0.8161 -0.8988
-0.0001 0.7478 -1.6241
-0.4808 2.1505 -1.3924
1.5784 -0.4119 -0.4541
1.0729 -0.8149 -0.1554
-3.8980 -3.9118 4.0895

Calculated values
Total charge = +1
LUMO level = -4.18 eV
Molecular weight = 72.1 g/mol
DFT total energy = -5790.4649 eV
ΔE to the lowest compared entry with this formula, charge and spin = 3.393 eV
Multiplicity = 1

---

Entry 3:
This record from OMol25 describes a 2-piece molecular cluster, C4H10N overall in a non-equilibrium geometry. The level of theory is the ωB97M-V functional and the def2-TZVPD basis.

Each line ends with the Löwdin charge.
Geometry (Å):
C1 -4.84405 -1.37517 -0.44507  -0.098
C2 -4.60685 -0.38267 -1.35546  -0.080
H1 3.94567 1.95719 0.52462  0.113
H2 -4.30196 -2.33396 -0.45357  0.034
H3 -5.87174 -1.48575 -0.12713  0.054
H4 -4.62780 -0.48146 -2.43921  0.051
H5 3.51279 -1.38780 1.83199  0.134
H6 3.31234 1.33275 -1.06250  0.119
C3 3.53396 -0.34461 1.53628  0.195
H7 4.18961 0.31624 2.10478  0.130
H8 2.17547 2.13496 0.05422  0.121
N1 2.88237 0.21637 0.59775  -0.009
H9 -4.49179 0.63200 -0.97667  0.038
C4 3.08922 1.52428 -0.00957  0.014
H10 2.10275 -0.32237 0.21955  0.183

Cartesian forces, eV/Å:
0.3050 -1.1234 -1.4311
0.0942 0.3103 0.5658
-0.3737 0.2641 -0.4556
-0.8521 -0.1368 -1.2817
0.2597 1.0703 2.4783
2.1236 -0.5085 -0.0110
-0.7773 0.0230 -0.2283
0.1209 0.1711 0.1626
0.8154 1.3911 0.4538
0.3538 -0.2894 -0.2805
0.4061 -0.2476 0.1500
-1.0922 -1.5534 0.1912
-1.9196 0.3902 -0.3206
0.2489 0.3770 0.4310
0.2874 -0.1379 -0.4238

Calculated values
Total charge = +1
LUMO level = -5.56 eV
Molecular weight = 72.1 g/mol
DFT total energy = -5788.8068 eV
ΔE to the lowest compared entry with this formula, charge and spin = 5.051 eV
Multiplicity = 1

---

Entry 4:
This record from OMol25 describes an isolated ion of composition C4H10N and charge +1 in a non-equilibrium geometry. The level of theory is the ωB97M-V functional and the def2-TZVPD basis.

Each line ends with the Löwdin charge.
Geometry (Å):
C1 1.47441 0.87060 -0.70221  -0.068
H1 -0.93341 -1.10801 -1.79439  0.103
H2 1.32335 -1.24992 -0.49963  0.122
C2 -1.40103 -0.74789 -0.88380  0.127
C3 0.93650 -0.38937 0.02714  -0.194
H3 -1.03852 -0.63563 2.11283  0.182
C4 -0.54422 -0.46353 0.06155  -0.311
H4 2.42585 1.16399 -0.29382  0.074
N1 -1.08579 0.05805 1.36407  0.241
H5 -2.48227 -0.78611 -0.84647  0.094
H6 1.46373 -0.43712 0.98208  0.120
H7 -0.49618 0.84891 1.63711  0.173
H8 -2.04063 0.41156 1.28963  0.174
H9 0.79728 1.73024 -0.68168  0.081
H10 1.60094 0.73425 -1.77242  0.082

Cartesian forces, eV/Å:
-0.5846 0.3092 -0.3658
-0.2849 0.0534 -0.1352
-0.0453 -0.3546 -0.2020
0.3426 -0.8924 -0.8358
1.1008 0.2915 -0.8730
-0.0063 -0.0621 0.0053
-0.3263 0.5951 1.0512
0.3294 0.1387 0.1271
0.1525 0.3698 -0.0049
0.0814 0.2926 0.2519
-0.6740 -0.0719 0.3781
-0.0724 0.0131 0.1879
-0.0846 -0.1792 -0.0433
-0.0187 -0.0457 0.5261
0.0904 -0.4575 -0.0676

Calculated values
Total charge = +1
LUMO level = -3.74 eV
Molecular weight = 72.1 g/mol
DFT total energy = -5792.7474 eV
ΔE to the lowest compared entry with this formula, charge and spin = 1.111 eV
Multiplicity = 1

---

Entry 5:
This record from OMol25 describes a 2-piece molecular cluster, C4H10N overall in a non-equilibrium geometry. The level of theory is the ωB97M-V functional and the def2-TZVPD basis.

Each line ends with the Löwdin charge.
Geometry (Å):
H1 1.79701 0.98007 1.36125  0.154
H2 -1.38989 1.16138 1.02949  0.012
C1 0.88539 0.81540 -0.69458  0.110
H3 -3.02236 1.53869 0.62720  0.011
H4 1.38575 -2.27996 0.23279  0.117
N1 0.95530 -0.37469 -0.28989  -0.048
H5 0.25897 1.39157 -1.27042  0.129
C2 0.67918 -1.70389 -0.40494  -0.025
H6 3.04214 0.38363 0.11437  0.146
H7 -2.62612 -0.22865 0.72113  0.058
C3 1.94508 0.61411 0.26574  0.038
C4 -2.26908 0.81957 0.47433  -0.036
H8 0.74245 -2.02370 -1.54174  0.161
H9 -0.49498 -1.95901 -0.08524  0.179
H10 -1.88883 0.86549 -0.53948  -0.005

Cartesian forces, eV/Å:
-0.1131 -0.8173 -1.9819
-0.2521 -0.4355 0.6661
0.7426 -2.1140 1.0188
-1.0421 0.7011 0.0264
-0.6972 0.2697 -0.6217
1.1119 3.8835 -0.0439
-1.0859 1.3356 -1.4972
-3.2607 -4.4538 -1.1087
-1.4095 0.6163 -0.7316
0.6085 1.4069 -0.1427
1.5865 -0.0774 3.2967
1.2204 -1.5155 0.0391
0.0270 0.5841 2.3324
3.1535 0.7745 -0.6757
-0.5898 -0.1583 -0.5762

Calculated values
Total charge = +1
LUMO level = -5.40 eV
Molecular weight = 72.1 g/mol
DFT total energy = -5789.5362 eV
ΔE to the lowest compared entry with this formula, charge and spin = 4.322 eV
Multiplicity = 1

---

Entry 6:
This record from OMol25 describes a 2-piece molecular cluster, C4H10N overall in a non-equilibrium geometry. The level of theory is the ωB97M-V functional and the def2-TZVPD basis.

Each line ends with the Löwdin charge.
Geometry (Å):
C1 -1.43092 0.01763 -0.21608  -0.132
N1 -0.06089 0.35895 -0.21549  0.310
H1 1.67312 -0.47552 0.56508  0.141
H2 0.36060 -0.24228 1.73835  0.197
H3 0.48731 -2.33724 -0.42522  0.125
C2 -0.05026 -1.88110 0.40409  -0.112
C3 0.59303 -0.50012 0.68793  -0.135
H4 -1.81802 -2.02757 -0.88520  0.124
C4 -1.50752 -1.51764 0.02281  -0.110
H5 -1.94588 0.55111 0.60391  0.197
H6 0.01198 -2.59156 1.22052  0.127
H7 -1.90394 0.36885 -1.13044  0.147
H8 -2.24149 -1.77199 0.77883  0.121
H9 3.82937 5.69197 -1.45418  -0.003
H10 4.00350 6.35650 -1.69489  0.003

Cartesian forces, eV/Å:
0.2755 -1.0024 -1.1728
-0.8113 0.1859 1.7949
0.0319 0.3048 0.0799
-0.2687 0.4309 -0.0770
-0.0735 0.0688 -0.0986
-0.4527 -0.4394 -0.1700
0.8048 -0.6843 -0.9365
-0.0098 0.1344 -0.0923
0.0576 -0.0186 0.0659
0.3014 0.4384 0.1429
0.1101 0.2560 0.3094
-0.0444 0.2908 -0.0639
0.0791 0.0350 0.2181
-0.1190 -0.4653 0.1687
0.1191 0.4652 -0.1687

Calculated values
Total charge = +1
LUMO level = -8.83 eV
Molecular weight = 72.1 g/mol
DFT total energy = -5788.5221 eV
ΔE to the lowest compared entry with this formula, charge and spin = 5.336 eV
Multiplicity = 1

---

Entry 7:
This record from OMol25 describes a 2-piece molecular cluster, C4H10N overall in a non-equilibrium geometry. The level of theory is the ωB97M-V functional and the def2-TZVPD basis.

Each line ends with the Löwdin charge.
Geometry (Å):
N1 -1.49111 0.47167 -0.15326  0.348
H1 1.16360 -0.16184 1.33732  0.103
C1 0.73742 -1.73960 -0.04527  -0.116
H2 2.58373 -0.68989 0.45581  0.131
H3 -2.79559 2.04623 -0.06618  0.171
H4 1.49679 0.59599 -1.62864  0.098
H5 -2.82976 0.81587 1.34434  0.180
C2 1.22327 0.68171 -0.57701  -0.085
H6 1.14056 -2.13663 -0.98745  0.086
H7 1.87513 1.47214 -0.22438  0.088
C3 1.50355 -0.47994 0.35408  -0.287
H8 0.10710 0.89618 -0.57802  0.037
C4 -2.31612 1.19320 0.43768  0.128
H9 0.67117 -2.52906 0.70213  0.078
H10 -0.30362 -1.47945 -0.32978  0.040

Cartesian forces, eV/Å:
-2.2020 0.8696 2.8346
0.1237 0.0402 0.4241
-0.6716 -0.0043 -1.0754
-0.3267 0.3387 -0.1504
0.5184 0.7264 0.2188
-0.2853 -0.5849 -0.1501
0.0987 -0.3770 -0.1078
1.6600 -0.1061 -0.1155
0.1010 -0.1497 0.3735
-0.6658 0.8855 0.1361
-0.8359 -0.5778 -0.1594
0.6110 0.6081 -0.3366
1.0958 -1.5356 -2.2396
0.2913 0.1074 0.0144
0.4875 -0.2405 0.3333

Calculated values
Total charge = +1
LUMO level = -9.79 eV
Molecular weight = 72.1 g/mol
DFT total energy = -5787.2315 eV
ΔE to the lowest compared entry with this formula, charge and spin = 6.626 eV
Multiplicity = 1

---

Entry 8:
This record from OMol25 describes a 2-piece molecular cluster, C4H10N2 overall in a non-equilibrium geometry. The level of theory is the ωB97M-V functional and the def2-TZVPD basis.

Each line ends with the Löwdin charge.
Geometry (Å):
C1 -3.03303 -0.08574 0.71260  -0.215
H1 -4.11213 0.06299 0.77580  0.036
H2 0.77380 -0.13800 -1.41450  0.011
H3 -0.53636 -0.94632 2.14774  0.064
N1 2.45131 0.76181 -2.15636  -0.042
H4 3.07940 1.54008 -2.01046  0.048
H5 -2.45178 0.53458 0.02361  0.023
H6 -0.68944 -0.83626 0.34743  0.032
H7 -1.04488 -2.33875 1.19885  0.053
H8 1.17428 0.28947 0.95763  -0.006
C2 1.62291 0.45620 -1.09039  -0.569
H9 1.95750 0.87805 -3.03828  -0.022
N2 -2.50849 -0.93575 1.48429  -0.109
H10 2.54759 1.38409 0.58847  0.024
C3 1.87373 0.62463 0.20749  -0.102
C4 -1.10442 -1.25110 1.26609  -0.226

Cartesian forces, eV/Å:
0.0752 0.0902 0.2835
0.0462 0.2047 0.0442
-0.0500 -0.0269 0.1555
0.1229 0.0153 -0.1223
0.0139 0.5264 -0.1086
0.0246 -0.0572 0.1037
-0.0935 -0.1902 -0.2182
0.0622 0.1586 0.0847
0.1616 -0.0644 0.0017
-0.1813 -0.2290 -0.1654
0.3184 -0.6748 -0.2674
-0.1083 -0.1191 0.0253
-0.1134 -0.1866 -0.3726
0.4973 -0.2945 -0.2018
-0.4196 0.9579 0.4281
-0.3560 -0.1104 0.3296

Calculated values
<S²> = 0.75
Total charge = -1
LUMO level (alpha / beta) = 4.09 / 4.22 eV
Molecular weight = 86.1 g/mol
DFT total energy = -7287.2860 eV
ΔE to the lowest compared entry with this formula, charge and spin = 1.174 eV
Multiplicity = 2